Entry 1:
50
Properties=species:S:1:pos:R:3:forces:R:3:mulliken_spin:R:1 method="wB97M-V/def2-TZVPD" homo_energy_ev="-6.407 / -7.296" gap_ev="6.0 / 6.9" lumo_energy_ev="-0.413 / -0.377" multiplicity=5 total_charge=0
Pr 0.11411 0.39144 -0.80334 -0.57 0.61 -0.50 2.03
Cl 0.46610 1.52635 -3.18755 0.19 -0.08 -0.32 0.02
C -1.38028 -1.17795 -1.81597 -0.11 -0.40 0.05 -0.02
H -1.95020 -1.81273 -1.12133 0.02 0.13 -0.09 0.00
H -0.95090 -1.84163 -2.58286 0.06 0.13 0.10 0.00
H -2.11808 -0.54723 -2.33358 0.01 0.03 0.04 0.00
Mo 0.76155 -0.54420 -5.33188 -0.59 -0.89 3.60 2.37
C 2.39851 -0.10807 -6.33080 2.34 0.59 -1.21 -0.12
C -0.68069 -0.43609 -6.66404 -1.90 0.33 -1.56 -0.11
C 0.87099 -2.37823 -4.89681 -0.03 0.32 0.11 -0.37
H -1.14351 -1.40917 -6.82949 -0.07 -0.08 -0.15 0.03
H -1.45767 0.25610 -6.32567 -0.28 0.12 0.10 0.03
H -0.33093 -0.04238 -7.61754 0.01 -0.04 -0.28 0.03
H 3.10503 -0.93426 -6.31113 0.19 -0.13 -0.18 0.02
H 2.19993 0.15591 -7.37124 0.07 -0.04 -0.16 0.04
H 2.90305 0.74921 -5.87777 0.14 0.29 0.10 0.03
H 0.01055 -3.04318 -5.01839 0.11 -0.08 0.12 0.01
H 1.75834 -2.83371 -4.45037 0.04 -0.16 -0.11 0.01
C 3.30564 0.80483 1.93642 0.31 -0.03 -0.06 0.00
C 2.16033 -0.14878 1.71966 0.11 -0.29 -0.65 0.00
C 2.16982 -1.00774 0.59505 -0.05 -0.34 0.25 0.01
C 1.09489 -1.88608 0.34085 -0.07 -0.34 0.74 -0.01
C -0.05482 -1.81590 1.16068 0.88 0.06 -0.15 0.01
C -0.06128 -0.93751 2.26236 -0.31 -0.16 -0.04 0.00
N -1.26174 -0.85520 3.00186 0.03 -0.38 0.14 0.00
C -1.91701 0.31058 3.40786 -0.35 0.49 0.61 0.00
C -2.67519 0.29723 4.59357 0.49 -0.13 -0.05 0.00
C -3.12353 1.49147 5.14076 -0.39 0.36 -0.21 0.00
C -2.88631 2.71441 4.48412 0.24 0.09 -0.10 0.00
C -2.23319 2.72903 3.24415 -0.22 -0.31 0.59 0.00
C -1.81218 1.52071 2.69903 0.10 -0.61 0.01 0.00
C -1.29994 1.44194 1.31124 0.82 0.12 -1.24 0.00
O -1.87369 0.64440 0.48253 0.61 1.04 0.98 0.00
O -0.23847 2.09195 0.97025 -1.26 -0.65 0.15 0.00
C 1.08398 -0.17318 2.61103 -0.80 -0.13 -0.27 0.00
C 1.10728 0.64605 3.86526 0.09 0.22 0.28 0.00
H 2.96964 1.85306 1.88558 0.04 -0.34 0.08 0.00
H 3.77584 0.64571 2.91710 -0.13 0.09 -0.26 0.00
H 4.07913 0.65291 1.17190 -0.21 0.08 0.20 0.00
H 3.05401 -1.00415 -0.05769 -0.42 -0.07 0.25 0.00
H 1.11570 -2.58962 -0.50148 0.03 0.38 0.31 0.00
H -0.96239 -2.39064 0.95445 0.46 0.20 -0.05 0.00
H -1.70178 -1.72478 3.28844 0.22 0.29 -0.32 0.00
H -2.83413 -0.66634 5.09696 0.08 0.51 -0.08 0.00
H -3.69049 1.47887 6.08354 0.35 0.02 -0.51 0.00
H -3.20078 3.66006 4.93490 0.04 -0.42 -0.14 0.00
H -2.03268 3.64349 2.67962 -0.25 -0.25 0.29 0.00
H 0.79182 1.68208 3.66920 0.03 -0.23 0.02 0.00
H 0.45349 0.23244 4.64318 0.08 0.09 -0.32 0.00
H 2.12211 0.68851 4.27738 -0.21 -0.02 -0.12 0.00

Entry 2:
8
Properties=species:S:1:pos:R:3:forces:R:3:mulliken_charge:R:1 method="wB97M-V/def2-TZVPD" homo_energy_ev=-8.818 gap_ev=10.0 lumo_energy_ev=1.181 multiplicity=1 total_charge=0
C 0.59203 0.16395 0.54510 0.01 0.05 0.14 -0.32
C 0.76658 -0.61416 -0.52234 -0.38 0.49 0.49 -0.25
C -0.84220 0.38535 0.15243 0.88 -1.35 -1.61 -0.17
O -0.49491 -0.56008 -1.06044 -0.77 0.92 0.93 -0.40
H 1.16760 0.51619 1.37241 0.28 0.03 0.15 0.34
H 1.55290 -1.17549 -0.99290 0.11 -0.13 -0.09 0.37
H -1.62357 -0.07280 0.74642 -0.08 -0.07 0.03 0.22
H -1.11844 1.35704 -0.24068 -0.04 0.06 -0.05 0.21

Entry 3:
5
Properties=species:S:1:pos:R:3:forces:R:3:mulliken_charge:R:1 method="wB97M-V/def2-TZVPD" homo_energy_ev=-7.898 gap_ev=6.0 lumo_energy_ev=-1.859 multiplicity=1 total_charge=0
N -0.61915 -0.06189 -0.77352 0.16 0.05 0.30 -0.27
O 1.18872 -2.28438 0.42810 -0.21 1.01 0.77 -0.37
S -0.95844 1.41260 -0.89926 -0.51 -1.45 -1.24 0.19
S 0.78956 -0.99854 1.09021 -0.20 -0.80 -1.44 0.29
H -0.40068 1.93220 0.15447 0.77 1.19 1.60 0.16

Entry 4:
24
Properties=species:S:1:pos:R:3:forces:R:3:mulliken_charge:R:1 method="wB97M-V/def2-TZVPD" homo_energy_ev=-8.339 smiles=Cc1ccc(O)cc1.CC gap_ev=9.2 lumo_energy_ev=0.881 multiplicity=1 total_charge=0
C -1.57775 -0.32523 2.21351 -1.80 -0.16 0.69 -1.53
C -0.83275 0.70957 0.08708 -0.32 -0.16 -0.93 -0.51
C -1.30951 -0.41672 0.74560 0.81 0.30 0.83 0.58
C -0.41740 0.59532 -1.21933 0.51 0.06 -0.83 -0.48
C -1.35348 -1.62062 0.06864 0.05 -0.33 -0.71 -0.49
C -0.46203 -0.61221 -1.91663 -0.94 -0.22 0.53 0.64
C -0.97022 -1.74009 -1.27573 -0.19 0.50 0.55 -0.54
O -0.14657 -0.55125 -3.23272 0.76 1.46 0.24 -0.52
H -0.88240 1.70855 0.49575 0.19 -0.11 0.45 0.44
H -0.03406 1.43748 -1.78702 -0.15 0.11 0.18 0.37
H -2.62995 -0.58149 2.43247 0.17 -0.07 -0.18 0.40
H -1.49713 0.67129 2.64948 0.44 0.06 -0.31 0.33
H -1.71580 -2.52257 0.54925 -0.03 0.12 0.19 0.37
H -1.16401 -2.68232 -1.77150 0.29 0.01 -0.21 0.31
H -0.34074 -1.32964 -3.71047 -0.37 -1.46 -0.47 0.29
H -1.02512 -1.02385 2.82791 0.50 -0.11 -0.06 0.32
C 2.38210 1.57374 1.14561 0.12 -0.12 0.47 -0.46
C 3.35121 1.70607 2.32933 -0.44 -0.46 0.19 -0.97
H 1.34729 1.41332 1.44726 0.07 0.14 0.17 0.01
H 2.43732 2.49184 0.56248 -0.19 -0.17 -0.28 0.31
H 2.62769 0.70070 0.54691 0.16 0.15 -0.36 0.27
H 4.21341 2.29473 2.02464 0.07 0.06 0.31 0.28
H 3.69707 0.74259 2.70350 0.15 -0.16 -0.31 0.30
H 2.85520 2.11824 3.20866 0.13 0.55 -0.15 0.29

Entry 5:
13
Properties=species:S:1:pos:R:3:forces:R:3:mulliken_charge:R:1 method="wB97M-V/def2-TZVPD" homo_energy_ev=-9.512 smiles="CC(N)=O.SS" gap_ev=10.0 lumo_energy_ev=0.460 multiplicity=1 total_charge=0
C 1.86351 0.03709 -0.86718 0.99 -0.18 0.45 -0.83
C 1.87670 0.57479 0.54419 -0.09 -0.72 1.68 0.57
N 3.14755 0.91216 1.16787 0.52 -0.07 -0.24 -0.62
O 0.89071 0.71072 1.23232 -0.37 0.04 -1.04 -0.49
H 2.87303 -0.06189 -1.26666 -0.09 0.19 0.06 0.32
H 1.28538 0.69093 -1.47880 -0.43 0.62 -0.51 0.26
H 1.38755 -0.93148 -0.93111 -0.25 -0.22 0.33 0.22
H 2.94253 1.80164 1.61922 0.22 -0.18 0.24 0.32
H 3.40496 0.25522 1.93676 -0.51 0.54 -1.00 0.29
S -1.56842 -1.48941 -0.57345 -0.13 -0.18 0.02 -0.21
S -2.07205 0.48521 -0.40398 0.57 0.36 0.31 -0.16
H -1.97944 -1.89502 0.64079 0.02 0.00 -0.06 0.17
H -3.26616 0.46570 -0.97692 -0.46 -0.19 -0.25 0.16

Entry 6:
20
Properties=species:S:1:pos:R:3:forces:R:3:mulliken_charge:R:1 method="wB97M-V/def2-TZVPD" homo_energy_ev=-9.793 gap_ev=10.1 lumo_energy_ev=0.345 multiplicity=1 total_charge=0
C -1.45333 -1.78933 0.66560 0.79 -1.06 -1.69 -0.77
C -1.93248 -0.40102 0.09742 0.89 -1.77 -1.15 0.65
C -1.70902 1.95357 -0.44854 -0.30 0.75 2.67 -0.74
C 3.00968 -0.13349 -0.12002 -3.64 1.87 -0.36 0.44
C 1.53162 -0.53100 -0.41376 2.75 -3.60 1.20 -0.35
H -0.22501 -1.97890 1.17062 -4.37 0.67 -1.56 0.31
H -1.66962 -2.46545 -0.55822 0.91 1.68 4.51 0.25
H -2.29610 -1.97780 1.41701 1.50 -0.59 -0.91 0.30
H -0.39466 0.61619 0.82310 -4.32 1.15 -0.60 0.28
H -2.21028 1.41112 -1.30820 0.78 1.61 0.51 0.35
H -2.35513 2.73156 0.15696 0.64 -1.60 -1.72 0.24
H -0.72195 2.54860 -0.50254 -1.37 -1.45 -0.66 0.25
H 3.93521 1.26392 0.96752 -1.67 -0.78 -0.80 0.34
H 1.65303 -1.36748 -1.18694 -0.55 0.85 1.44 0.29
H 1.05134 -0.86468 0.55075 0.36 0.50 -1.44 -0.24
H 1.07958 0.23759 -0.91837 -1.37 2.13 -0.78 0.30
N -1.53184 0.79577 0.53278 5.98 0.94 1.54 -0.36
O -2.65531 -0.46567 -0.86721 -1.51 -0.50 -0.74 -0.62
O 3.89164 -0.54015 -0.77292 2.45 -0.71 -0.23 -0.47
O 3.00266 0.95666 0.71496 2.04 -0.12 0.77 -0.45

Entry 7:
15
Properties=species:S:1:pos:R:3:forces:R:3:mulliken_charge:R:1 method="wB97M-V/def2-TZVPD" homo_energy_ev=-20.734 gap_ev=8.0 lumo_energy_ev=-12.751 multiplicity=1 total_charge=+2
C 0.04724 1.65953 0.70305 0.38 0.42 0.11 -0.13
C -1.51818 0.46557 -0.56608 -1.87 -0.30 1.32 0.02
C 0.90126 -0.66012 0.48795 -1.03 -0.43 0.41 -0.28
C 0.48136 -0.71332 -0.94723 -0.84 1.23 -1.07 -0.86
C 0.71731 0.47697 1.33575 0.74 -0.68 -2.55 0.01
N -0.99483 -0.60160 -1.00029 0.38 -2.17 -0.91 -0.05
N -0.95245 1.53665 -0.06983 2.29 1.23 -0.16 -0.25
H 0.52464 2.65932 0.78679 -0.36 -0.52 0.52 0.46
H -2.55171 0.51388 -0.46199 -2.09 -0.17 -0.25 0.45
H 0.35937 -1.45129 1.15377 -0.15 0.57 -0.08 0.38
H 1.71360 -1.37374 0.53803 1.49 0.22 0.98 0.56
H 0.88498 0.11899 -1.58557 -0.07 -0.70 0.71 0.38
H 0.78327 -1.63751 -1.39353 0.12 -0.52 -0.29 0.47
H 1.23470 0.43031 2.26255 -0.10 0.36 1.32 0.48
H -1.63056 -1.42363 -1.24337 1.11 1.45 -0.03 0.36

Entry 8:
36
Properties=species:S:1:pos:R:3:forces:R:3:mulliken_charge:R:1 method="wB97M-V/def2-TZVPD" homo_energy_ev=-8.615 smiles=CCNCCCSS.O.O.O.O.O gap_ev=8.9 lumo_energy_ev=0.292 multiplicity=1 total_charge=0
S -4.16663 0.76905 -0.50158 0.30 0.19 0.09 -0.22
S -2.58074 -0.10787 -1.46312 0.12 -0.10 -0.21 -0.07
C -1.07589 0.80474 -1.01905 -0.39 0.54 -0.17 -0.94
C -0.47984 0.46106 0.31827 0.51 -0.52 0.40 1.33
C -0.85908 1.41825 1.43706 0.62 0.91 -0.18 -1.00
N -0.29033 2.74868 1.17060 -0.29 -1.23 0.03 -0.18
C 1.05171 2.92996 1.63964 1.59 0.10 -2.31 -0.48
C 2.16504 2.48983 0.58245 -2.12 -0.79 -0.11 -0.89
H -3.91592 0.30369 0.73200 -0.15 -0.09 0.06 0.13
H -0.39221 0.63067 -1.84451 0.02 -0.46 0.02 0.24
H -1.21894 1.88285 -1.05120 -0.44 0.14 -0.03 0.45
H -0.63067 -0.57974 0.61778 -0.36 0.01 -0.13 0.36
H 0.60331 0.53233 0.21785 0.01 0.03 -0.11 -0.95
H -0.44405 1.05010 2.37927 -0.10 -0.18 0.21 0.30
H -1.91616 1.56711 1.57089 -0.57 -0.33 -0.08 0.39
H -0.94198 3.49417 1.33268 0.22 0.16 0.39 0.22
H 1.21876 3.99646 1.63840 0.06 0.34 1.02 0.43
H 1.37266 2.35524 2.49926 -0.63 0.42 1.10 0.23
H 2.33497 1.40800 0.58238 0.67 0.26 0.58 -0.05
H 3.06127 3.08193 0.72811 0.14 -0.14 -0.38 0.41
H 1.64787 2.53001 -0.38275 0.61 0.97 -0.24 0.29
H 1.89057 -0.30968 -2.80839 0.36 -0.11 0.10 0.21
H 2.29042 -0.86328 -1.39213 0.51 0.16 -0.34 0.34
O 1.56258 -0.55071 -1.93883 -0.44 0.35 0.21 -0.54
H 1.88764 -1.35244 2.17156 0.79 -0.81 -0.04 0.31
H 2.03866 -0.05290 1.68895 0.89 0.43 -0.24 0.28
O 2.63443 -0.80158 1.86586 -1.72 0.17 0.23 -0.62
H 4.04723 -2.78236 0.48990 0.01 0.17 -0.16 0.31
H 4.73531 -1.47025 0.12246 -0.05 -0.06 0.18 0.30
O 4.60655 -2.37371 -0.18269 0.00 0.03 -0.05 -0.63
H 1.64257 -3.26242 -2.44437 -0.20 0.39 -0.02 0.29
H 1.33004 -2.41717 -1.16040 -0.23 0.05 -0.61 0.36
O 1.70672 -3.23524 -1.48932 0.13 -1.01 0.77 -0.66
H 0.14105 -3.50324 0.54911 0.37 0.60 -0.53 0.28
H -0.11210 -3.61952 1.95261 0.07 0.60 0.50 0.26
O 0.17664 -2.93209 1.33201 -0.32 -1.16 0.04 -0.53

So what do the calculations give for electronic energy? Going down the list: -1989.5466 -191.8647 -926.7830 -426.5569 -1006.7578 -477.4705 -303.9987 -1431.5833 hartree.
So what do the calculations give for ΔE to the lowest compared entry with this formula, charge and spin? Going down the list: 2.3 28.4 65.6 10.0 16.5 97.2 42.5 5.4 kcal per mole.